(1)
DFT (the ωB97M-V functional and the def2-TZVPD basis) results for 11 unconnected molecules or ions with the total composition C42H49NO32.

Values from the calculation:
Molar mass   1079.8 g mol⁻¹
Highest occupied orbital energy   -8.10 eV
Frontier orbital gap   7.52 eV
E_tot   -4092.28597 a.u.
Structure (SMILES)   C=Cc1ccc2c(c1C=C)C(=O)NC2=O.O=C1OCCO1.O=C1OCCO1.O=C1OCCO1.O=C1OCCO1.O=C1OCCO1.O=C1OCCO1.O=C1OCCO1.O=C1OCCO1.O=C1OCCO1.O=C1OCCO1
E_LUMO   -0.5812 eV

Last column: Löwdin charge in e.
Atoms and positions in Å:
C (2.37780, -3.42527, -4.48739)  0.0503
C (1.19159, -2.98163, -4.08701)  -0.1130
C (-0.11096, -3.46177, -4.55605)  -0.1442
C (-0.30617, -4.68673, -5.19272)  0.0157
C (-1.56303, -5.10278, -5.62145)  0.0172
C (-2.63434, -4.27017, -5.39462)  -0.0941
C (-2.48946, -3.04388, -4.76406)  -0.0322
C (-1.23669, -2.62406, -4.35261)  -0.1058
C (-1.14165, -1.28257, -3.71479)  -0.1177
C (-0.69615, -0.24076, -4.49949)  0.0518
C (-3.83095, -2.38863, -4.65418)  -0.3734
O (-4.12723, -1.31715, -4.22063)  0.1313
N (-4.71214, -3.31573, -5.22572)  0.1870
C (-4.06652, -4.43842, -5.75341)  -0.3907
O (-4.64524, -5.31579, -6.33760)  0.0963
H (3.25164, -2.83448, -4.26217)  0.0661
H (2.54278, -4.35491, -5.01231)  0.0718
H (1.18062, -2.17443, -3.36586)  0.0982
H (0.53846, -5.33559, -5.37750)  0.1169
H (-1.71298, -6.04057, -6.13838)  0.1141
H (-1.37503, -1.16846, -2.65913)  0.1158
H (-1.37521, 0.55350, -4.78702)  0.0617
H (0.33428, -0.31245, -4.83644)  0.0669
H (-5.63356, -3.41086, -4.82407)  0.1680
O (-0.38211, 2.11534, 0.38916)  0.1443
C (-1.25685, 2.28645, -0.40184)  -0.5823
O (-2.48032, 2.76900, -0.10573)  0.0714
C (-3.16952, 3.03130, -1.34140)  -0.1098
C (-2.45607, 2.10784, -2.30403)  -0.1085
O (-1.14783, 2.01280, -1.72029)  0.0464
H (-4.22632, 2.81618, -1.24597)  0.1210
H (-3.04350, 4.08222, -1.59950)  0.1321
H (-2.89206, 1.10721, -2.33875)  0.1287
H (-2.40033, 2.50444, -3.31370)  0.1320
O (3.99919, 5.03560, -3.02382)  0.1534
C (3.48540, 4.42471, -2.14230)  -0.5760
O (3.74367, 3.12789, -1.85437)  0.0650
C (3.11643, 2.81717, -0.59886)  -0.1017
C (2.01498, 3.84738, -0.53033)  -0.1107
O (2.55956, 4.93385, -1.29432)  0.0622
H (2.74113, 1.79728, -0.59364)  0.1318
H (3.84445, 2.92826, 0.19335)  0.0899
H (1.09857, 3.50541, -1.00618)  0.1059
H (1.79119, 4.16361, 0.48471)  0.1361
O (5.22673, 1.74303, 1.42308)  0.1445
C (5.69564, 2.63367, 2.05914)  -0.5683
O (5.03759, 3.76911, 2.38061)  0.0640
C (5.83279, 4.48685, 3.33450)  -0.1034
C (7.22309, 3.96057, 3.05295)  -0.1062
O (6.95395, 2.64427, 2.55355)  0.0674
H (5.74581, 5.55909, 3.18147)  0.1393
H (5.48444, 4.24432, 4.33536)  0.1056
H (7.74146, 4.53158, 2.28088)  0.1341
H (7.84942, 3.91499, 3.93983)  0.1328
O (-0.47703, -9.18332, -6.35796)  0.1679
C (-1.29265, -9.17856, -7.21899)  -0.5753
O (-2.55590, -8.69963, -7.07590)  0.0355
C (-3.15919, -8.64413, -8.37338)  -0.1163
C (-2.36149, -9.67560, -9.14244)  -0.1158
O (-1.09656, -9.64410, -8.47513)  0.0649
H (-4.21858, -8.87900, -8.31439)  0.1330
H (-3.04062, -7.63610, -8.77391)  0.1341
H (-2.78056, -10.67966, -9.05556)  0.1331
H (-2.24649, -9.42862, -10.19444)  0.1329
O (-5.59243, 4.66431, -1.56002)  0.1471
C (-5.71552, 5.39860, -0.63303)  -0.5647
O (-5.28958, 6.68199, -0.61022)  0.0663
C (-5.80879, 7.30151, 0.57071)  -0.1139
C (-6.04567, 6.11349, 1.47863)  -0.1133
O (-6.29370, 5.05981, 0.54193)  0.0664
H (-5.09563, 8.01433, 0.97564)  0.1335
H (-6.73157, 7.82539, 0.31606)  0.1334
H (-5.16607, 5.85718, 2.07132)  0.1346
H (-6.89565, 6.24505, 2.14275)  0.1322
O (-5.47503, -7.35796, -0.67915)  0.1632
C (-5.16015, -7.57117, -1.80345)  -0.5712
O (-4.67501, -8.75274, -2.25804)  0.0625
C (-4.63157, -8.69649, -3.68794)  -0.1099
C (-4.56284, -7.21000, -3.95241)  -0.1222
O (-5.23346, -6.66382, -2.80913)  0.0595
H (-3.76983, -9.23698, -4.07116)  0.1307
H (-5.54207, -9.15000, -4.08542)  0.1330
H (-3.53393, -6.84284, -3.96945)  0.1313
H (-5.05551, -6.90594, -4.86871)  0.1078
O (3.93227, -4.92379, -2.32561)  0.1581
C (3.74239, -4.06909, -1.52464)  -0.5810
O (4.14563, -2.78154, -1.66078)  0.0480
C (3.54230, -2.01268, -0.61491)  -0.1114
C (3.26570, -3.06550, 0.43753)  -0.1151
O (3.09360, -4.24920, -0.34848)  0.0614
H (4.21629, -1.23100, -0.27395)  0.1327
H (2.62839, -1.55312, -0.99681)  0.1270
H (4.10978, -3.21192, 1.11383)  0.1325
H (2.37290, -2.85997, 1.02232)  0.1315
O (3.84834, 4.79583, 5.87701)  0.1337
C (3.54437, 3.75645, 6.37935)  -0.5620
O (4.11448, 3.25321, 7.49566)  0.0684
C (3.33806, 2.11974, 7.91170)  -0.1039
C (2.67296, 1.69903, 6.62137)  -0.1098
O (2.59197, 2.93473, 5.90430)  0.0850
H (3.97690, 1.34968, 8.33639)  0.1335
H (2.61716, 2.44176, 8.66405)  0.1295
H (3.27738, 0.99830, 6.04133)  0.1364
H (1.68713, 1.27793, 6.77370)  0.1086
O (-0.16566, 2.25203, 7.86444)  0.1606
C (-0.50082, 1.22235, 8.35531)  -0.5748
O (0.05741, 0.68708, 9.46923)  0.0538
C (-0.75118, -0.42192, 9.88078)  -0.1122
C (-1.43637, -0.81554, 8.58944)  -0.1111
O (-1.48220, 0.42609, 7.87830)  0.0708
H (-0.13454, -1.21399, 10.29686)  0.1329
H (-1.45420, -0.08030, 10.64176)  0.1345
H (-0.85447, -1.53260, 8.00795)  0.1339
H (-2.43766, -1.20975, 8.73874)  0.1345
O (4.09803, 11.03215, 5.38533)  0.1642
C (3.80748, 9.99752, 5.88841)  -0.5724
O (4.39032, 9.49531, 7.00757)  0.0570
C (3.62830, 8.36248, 7.43466)  -0.1187
C (2.95520, 7.92488, 6.15416)  -0.1217
O (2.85256, 9.15501, 5.42563)  0.0604
H (4.27508, 7.59742, 7.85645)  0.1304
H (2.91476, 8.68571, 8.19557)  0.1309
H (3.56090, 7.22278, 5.58351)  0.1107
H (1.97175, 7.49166, 6.31684)  0.1342



(2)
DFT (the ωB97M-V functional and the def2-TZVPD basis) results for a single C18H22N2O2 molecule.

Values from the calculation:
Molar mass   298.4 g mol⁻¹
Highest occupied orbital energy   -8.63 eV
Frontier orbital gap   8.95 eV
E_tot   -959.14094 a.u.
Structure (SMILES)   CC(C)Cc1ccc([C@H](C)NC(=O)c2ccc(=O)[nH]c2)cc1
E_LUMO   0.3234 eV
Energy above the lowest of the compared OMol25 structures with the same formula, charge and spin   76.9 kJ/mol

Last column: Löwdin charge in e.
Atoms and positions in Å:
C (-3.21605, -1.27082, 4.43282)  -0.0851
C (-2.46884, -0.93717, 3.14409)  -0.4317
C (-2.32301, -2.18111, 2.27290)  -0.0696
C (-3.20315, 0.18071, 2.38316)  -0.1456
C (-2.43916, 0.61695, 1.16816)  -0.2432
C (-2.81262, 0.21130, -0.10454)  -0.0307
C (-2.07799, 0.57550, -1.21932)  -0.0235
C (-0.94450, 1.36118, -1.08744)  -0.2008
C (-0.07569, 1.78902, -2.25243)  -0.3018
C (-0.54371, 1.29043, -3.61812)  -0.0476
N (1.29672, 1.35146, -1.99748)  0.0941
C (1.60681, 0.06222, -1.71313)  -0.4532
O (0.78286, -0.82282, -1.61297)  0.0941
C (3.06393, -0.19776, -1.51764)  -0.1266
C (3.55747, -1.50416, -1.79930)  0.0028
C (4.86233, -1.81405, -1.62792)  0.0211
C (5.81145, -0.84731, -1.13019)  -0.4748
O (7.00029, -1.01266, -0.94267)  0.0468
N (5.24147, 0.39736, -0.84087)  0.1302
C (3.94365, 0.71759, -1.02148)  -0.0347
C (-0.57469, 1.78079, 0.18658)  -0.0313
C (-1.30765, 1.41372, 1.29653)  -0.0286
H (-3.30069, -0.39331, 5.07060)  0.0735
H (-2.69227, -2.04691, 4.98637)  0.0743
H (-4.21868, -1.62900, 4.20773)  0.0792
H (-1.46715, -0.57561, 3.40173)  0.1325
H (-1.79601, -2.96333, 2.81480)  0.0767
H (-1.76390, -1.95336, 1.36846)  0.0741
H (-3.30204, -2.56200, 1.98865)  0.0831
H (-3.33590, 1.03249, 3.05522)  0.1195
H (-4.19172, -0.17971, 2.09161)  0.1199
H (-3.68953, -0.40788, -0.22919)  0.1147
H (-2.39471, 0.22703, -2.18847)  0.1072
H (-0.04479, 2.88693, -2.26590)  0.1503
H (-1.53839, 1.66717, -3.83895)  0.0814
H (0.13931, 1.64086, -4.39013)  0.0795
H (-0.55399, 0.20415, -3.62884)  0.0798
H (2.03709, 1.98271, -2.25336)  0.1331
H (2.84512, -2.23539, -2.15191)  0.1226
H (5.24843, -2.79746, -1.84357)  0.1168
H (5.88368, 1.07863, -0.45324)  0.1624
H (3.65079, 1.71519, -0.72482)  0.1320
H (0.30484, 2.39892, 0.30768)  0.1125
H (-0.99945, 1.74952, 2.27679)  0.1146



(3)
DFT (the ωB97M-V functional and the def2-TZVPD basis) results for a molecular structure, C17H21F2N2O4S2.

Values from the calculation:
Net charge   -1
Molar mass   419.5 g mol⁻¹
Highest occupied orbital energy   -6.03 eV
Frontier orbital gap   8.83 eV
E_tot   -2066.99709 a.u.
E_LUMO   2.8002 eV
Energy above the lowest of the compared OMol25 structures with the same formula, charge and spin   0.0 kJ/mol

Last column: Löwdin charge in e.
Atoms and positions in Å:
C (1.71805, -2.82851, -1.97984)  -0.0046
C (1.47947, -1.82369, -2.80828)  -0.2610
S (2.16598, -0.21868, -2.54539)  0.4866
O (3.34076, -0.38489, -1.71644)  -0.3471
O (2.39722, 0.32024, -3.86796)  -0.3570
N (1.09768, 0.70964, -1.82328)  -0.3240
S (-0.16863, 0.23272, -1.02316)  0.4869
O (0.01211, -0.94059, -0.19164)  -0.3341
O (-0.70940, 1.38884, -0.33188)  -0.3565
C (-1.42256, -0.17229, -2.24298)  -0.2454
C (-2.57625, -0.97305, -1.63630)  -0.2294
C (-2.34203, -2.48290, -1.75680)  -0.3004
N (-3.34714, -3.30629, -1.08114)  -0.0115
H (1.08894, -3.71200, -1.97751)  0.0635
H (2.53129, -2.78558, -1.26633)  0.0623
H (0.89463, -1.92628, -3.71448)  0.0834
H (-0.97697, -0.65299, -3.11436)  0.0824
H (-1.77494, 0.80560, -2.57139)  0.0958
H (-2.64685, -0.74226, -0.57206)  0.0862
H (-3.51018, -0.70148, -2.13522)  0.1109
H (-1.36109, -2.68725, -1.32637)  0.0925
H (-2.32597, -2.75012, -2.81722)  0.1104
H (-4.25049, -3.13372, -1.51176)  0.0542
H (-3.44515, -2.97512, -0.12581)  0.0597
F (6.96613, -0.61708, 4.02510)  0.0273
C (6.27814, -0.18329, 2.93635)  -0.2977
C (5.80199, -1.11437, 2.03632)  -0.0232
C (5.09705, -0.66504, 0.92716)  -0.0671
C (4.88569, 0.69294, 0.73108)  -0.0758
C (5.37908, 1.60416, 1.65452)  -0.0818
C (6.08129, 1.17147, 2.77350)  -0.0355
H (5.98229, -2.16742, 2.20773)  0.1106
H (4.70415, -1.36969, 0.20723)  0.0937
H (4.33470, 1.01997, -0.13873)  0.0881
H (5.21656, 2.66404, 1.50545)  0.1009
H (6.46856, 1.86426, 3.50879)  0.1083
F (-4.61812, -0.23758, 1.34526)  0.0408
C (-4.51315, 1.09312, 1.57788)  -0.2749
C (-3.39434, 1.76442, 1.13058)  0.0021
C (-3.31394, 3.12736, 1.37974)  -0.0662
C (-4.32782, 3.78669, 2.06332)  -0.1064
C (-5.43933, 3.07992, 2.50207)  -0.1039
C (-5.54129, 1.71706, 2.25725)  -0.0326
H (-2.59230, 1.26340, 0.60009)  0.0791
H (-2.44297, 3.66685, 1.03098)  0.1104
H (-4.25142, 4.84942, 2.25428)  0.0942
H (-6.23133, 3.58738, 3.03836)  0.0958
H (-6.39808, 1.14270, 2.58329)  0.1097